No. 1
C21H40ClNO29S7 | wB97M-V/def2-TZVPD

Its multiplicity is 1. The total charge is 0. As for the SMILES: C[C@@H](Cl)C[C@@H]1CCNC1=O.O=S1(=O)OCCO1.O=S1(=O)OCCO1.O=S1(=O)OCCO1.O=S1(=O)OCCO1.O=S1(=O)OCCO1.O=S1(=O)OCCO1.O=S1(=O)OCCO1. The value obtained for the frontier orbital gap is 9.46 eV.

Each atom is followed by the atoms it is bonded to, with distances in Å.
Positions of all 99 atoms, in Å:
1 C -2.8392 -0.6959 0.6004  C2 1.544, H11 1.089, H12 1.089, H13 1.091
2 C -3.6863 -1.7451 -0.1526  C1 1.544, Cl3 1.795, C4 1.537, H14 1.089
3 Cl -2.7349 -3.2601 -0.3060  C2 1.795
4 C -4.9958 -2.0366 0.5977  C2 1.537, C5 1.531, H15 1.092, H16 1.094
5 C -6.1753 -2.3475 -0.3269  C4 1.531, C6 1.542, C9 1.553, H17 1.090
6 C -6.8008 -1.1229 -1.0240  C5 1.542, C7 1.526, H18 1.088, H19 1.094
7 C -7.6199 -0.4978 0.1023  C6 1.526, N8 1.484, H20 1.087, H21 1.101
8 N -8.1685 -1.6045 0.9249  C7 1.484, C9 1.424, H22 1.017
9 C -7.3071 -2.7097 0.6722  C5 1.553, N8 1.424, O10 1.203
10 O -7.4291 -3.7842 1.1988  C9 1.203
11 H -1.8428 -1.0652 0.8395  C1 1.089
12 H -2.7399 0.2016 -0.0086  C1 1.089
13 H -3.3040 -0.3929 1.5403  C1 1.091
14 H -3.9436 -1.3138 -1.1190  C2 1.089
15 H -4.8832 -2.8560 1.3107  C4 1.092
16 H -5.2159 -1.1499 1.1993  C4 1.094
17 H -6.0585 -3.2559 -0.9176  C5 1.090
18 H -7.3937 -1.3721 -1.9014  C6 1.088
19 H -5.9783 -0.4262 -1.2090  C6 1.094
20 H -8.3041 0.3071 -0.1554  C7 1.087
21 H -6.8874 0.0102 0.7494  C7 1.101
22 H -7.9741 -1.3936 1.9011  N8 1.017
23 O 0.0965 3.4474 -0.8887  S24 1.426
24 S -0.1620 2.3092 -0.0691  O23 1.426, O25 1.419, O26 1.595, O29 1.584
25 O -1.4222 2.1315 0.5597  S24 1.419
26 O 0.9935 2.2136 1.0256  S24 1.595, C27 1.443
27 C 1.6470 0.9304 0.9291  O26 1.443, C28 1.511, H30 1.092, H31 1.081
28 C 1.5101 0.5378 -0.5233  C27 1.511, O29 1.449, H32 1.084, H33 1.090
29 O 0.1837 0.9961 -0.8849  S24 1.584, C28 1.449
30 H 1.1218 0.2290 1.5811  C27 1.092
31 H 2.6786 1.0113 1.2432  C27 1.081
32 H 1.6004 -0.5304 -0.6839  C28 1.084
33 H 2.2364 1.0589 -1.1478  C28 1.090
34 O 4.7473 -2.8025 -0.2161  S35 1.416
35 S 4.7417 -1.6814 0.6484  O34 1.416, O36 1.424, O37 1.597, O40 1.595
36 O 4.0760 -0.4709 0.3019  S35 1.424
37 O 6.2519 -1.3532 1.0528  S35 1.597, C38 1.438
38 C 6.3981 -1.3884 2.4830  O37 1.438, C39 1.513, H41 1.092, H42 1.082
39 C 5.3536 -2.3777 2.9502  C38 1.513, O40 1.437, H43 1.085, H44 1.092
40 O 4.2289 -2.1293 2.0905  S35 1.595, C39 1.437
41 H 6.2014 -0.3877 2.8724  C38 1.092
42 H 7.4034 -1.6864 2.7508  C38 1.082
43 H 5.0756 -2.2376 3.9900  C39 1.085
44 H 5.6786 -3.4087 2.7986  C39 1.092
45 O 1.7380 -3.8563 0.8790  S46 1.418
46 S 1.5583 -4.8954 1.8266  O45 1.418, O47 1.419, O48 1.601, O51 1.600
47 O 2.4729 -5.1057 2.8912  S46 1.419
48 O 1.3547 -6.2681 1.0283  S46 1.601, C49 1.434
49 C 0.1026 -6.8699 1.3816  O48 1.434, C50 1.513, H52 1.092, H53 1.087
50 C -0.7884 -5.7027 1.7462  C49 1.513, O51 1.436, H54 1.086, H55 1.090
51 O 0.0827 -4.7939 2.4375  S46 1.600, C50 1.436
52 H 0.2667 -7.5306 2.2354  C49 1.092
53 H -0.2850 -7.4474 0.5469  C49 1.087
54 H -1.6178 -5.9927 2.3849  C50 1.086
55 H -1.1721 -5.1976 0.8595  C50 1.090
56 O 9.4281 -1.1543 3.8562  S57 1.419
57 S 9.1589 -2.2822 4.6746  O56 1.419, O58 1.419, O59 1.596, O62 1.598
58 O 7.8949 -2.4704 5.2926  S57 1.419
59 O 10.3106 -2.3940 5.7734  S57 1.596, C60 1.436
60 C 10.9609 -3.6712 5.6845  O59 1.436, C61 1.514, H63 1.091, H64 1.086
61 C 10.8315 -4.0597 4.2266  C60 1.514, O62 1.436, H65 1.086, H66 1.092
62 O 9.5192 -3.6080 3.8586  S57 1.598, C61 1.436
63 H 10.4337 -4.3712 6.3351  C60 1.091
64 H 11.9954 -3.5869 6.0051  C60 1.086
65 H 10.9198 -5.1300 4.0653  C61 1.086
66 H 11.5608 -3.5361 3.6055  C61 1.092
67 O -9.2205 2.1375 -0.9712  S68 1.420
68 S -8.5017 2.8014 -2.0009  O67 1.420, O69 1.416, O70 1.602, O73 1.599
69 O -8.7538 2.5396 -3.3698  S68 1.416
70 O -6.9380 2.6208 -1.7026  S68 1.602, C71 1.435
71 C -6.2992 3.9017 -1.5960  O70 1.435, C72 1.514, H74 1.091, H75 1.087
72 C -7.3872 4.8223 -1.0847  C71 1.514, O73 1.436, H76 1.086, H77 1.092
73 O -8.5730 4.3806 -1.7628  S68 1.599, C72 1.436
74 H -5.9559 4.1986 -2.5886  C71 1.091
75 H -5.4490 3.8417 -0.9218  C71 1.087
76 H -7.1940 5.8675 -1.3081  C72 1.086
77 H -7.5418 4.7016 -0.0105  C72 1.092
78 O 1.4055 -0.0359 -3.6388  S79 1.420
79 S 0.3463 0.8561 -3.9529  O78 1.420, O80 1.413, O81 1.604, O84 1.604
80 O -0.7499 1.0333 -3.0795  S79 1.413
81 O -0.1751 0.5133 -5.4302  S79 1.604, C82 1.433
82 C -0.0780 1.6679 -6.2729  O81 1.433, C83 1.514, H85 1.092, H86 1.087
83 C 1.0865 2.4535 -5.7078  C82 1.514, O84 1.434, H87 1.087, H88 1.092
84 O 0.9617 2.2989 -4.2881  S79 1.604, C83 1.434
85 H -1.0123 2.2279 -6.1995  C82 1.092
86 H 0.0835 1.3655 -7.3041  C82 1.087
87 H 1.0543 3.5061 -5.9756  C83 1.087
88 H 2.0434 2.0274 -6.0169  C83 1.092
89 O 0.1568 9.3788 -1.5458  S90 1.419
90 S 0.2821 8.3652 -2.5310  O89 1.419, O91 1.419, O92 1.597, O95 1.601
91 O -0.2968 8.5083 -3.8190  S90 1.419
92 O -0.1839 6.9793 -1.8890  S90 1.597, C93 1.439
93 C 0.8735 6.0072 -1.9735  O92 1.439, C94 1.512, H96 1.092, H97 1.084
94 C 2.1420 6.8302 -1.9429  C93 1.512, O95 1.437, H98 1.086, H99 1.092
95 O 1.8296 7.9992 -2.7172  S90 1.601, C94 1.437
96 H 0.7707 5.4692 -2.9179  C93 1.092
97 H 0.8103 5.3022 -1.1532  C93 1.084
98 H 2.9920 6.3090 -2.3741  C94 1.086
99 H 2.3878 7.1486 -0.9276  C94 1.092

List of Löwdin charges in e, atom by atom: -0.1138, -0.6848, 0.6355, -0.2034, -0.2174, -0.1133, -0.1870, 0.0799, -0.4552, 0.0878, 0.0586, 0.0584, 0.0775, 0.0972, 0.1170, 0.1074, 0.1501, 0.1234, 0.1066, 0.0818, 0.1081, 0.1324, -0.2374, 0.6048, -0.2221, -0.1756, -0.1544, -0.1582, -0.2339, 0.1397, 0.1124, 0.1365, 0.1319, -0.2008, 0.6083, -0.2279, -0.1744, -0.1549, -0.1497, -0.1921, 0.1428, 0.0888, 0.1386, 0.1404, -0.2170, 0.5939, -0.2207, -0.1832, -0.1580, -0.1674, -0.1871, 0.1330, 0.1364, 0.1389, 0.0780, -0.2141, 0.5871, -0.2108, -0.1802, -0.1533, -0.1542, -0.1857, 0.1358, 0.1372, 0.1378, 0.1361, -0.2282, 0.5993, -0.2088, -0.1978, -0.1535, -0.1571, -0.1836, 0.1353, 0.1378, 0.1368, 0.1346, -0.2039, 0.6070, -0.2085, -0.1802, -0.1597, -0.1607, -0.1900, 0.1351, 0.1357, 0.1356, 0.1346, -0.2219, 0.5944, -0.2258, -0.1817, -0.1645, -0.1565, -0.1922, 0.1328, 0.0956, 0.1343, 0.1340


No. 2
C9H14 | wB97M-V/def2-TZVPD

Its multiplicity is 1. The total charge is 0. As for the SMILES: Cc1ccccc1.CC. The value obtained for the frontier orbital gap is 9.81 eV.

Each atom is followed by the atoms it is bonded to, with distances in Å.
Positions of all 23 atoms, in Å:
1 C -1.7111 -0.4685 1.4913  C2 1.479, H8 1.133, H9 1.117, H10 1.270
2 C -0.9307 0.7094 1.0560  C1 1.479, C3 1.430, C7 1.401
3 C 0.4427 1.0537 1.2538  C2 1.430, C4 1.358, H11 1.046
4 C 0.8471 2.2511 0.7563  C3 1.358, C5 1.400, H12 1.009
5 C 0.1606 3.0751 -0.1430  C4 1.400, C6 1.430, H13 1.149
6 C -1.1830 2.6394 -0.3677  C5 1.430, C7 1.407, H14 1.049
7 C -1.7496 1.5076 0.2474  C2 1.401, C6 1.407, H15 1.040
8 H -1.5400 -0.7813 2.5670  C1 1.133
9 H -1.4991 -1.3343 0.8183  C1 1.117
10 H -2.9154 -0.3821 1.0973  C1 1.270
11 H 1.0766 0.4679 1.8446  C3 1.046
12 H 1.7706 2.5877 0.9850  C4 1.009
13 H 0.6453 3.9017 -0.7771  C5 1.149
14 H -1.6991 3.2681 -1.0297  C6 1.049
15 H -2.7702 1.3401 0.1393  C7 1.040
16 C 1.1089 -1.9330 -0.7495  C17 1.539, H18 1.101, H19 1.120, H20 1.063
17 C 1.7114 -3.0099 -1.6699  C16 1.539, H21 1.128, H22 1.119, H23 1.109
18 H 1.0972 -1.0057 -1.3428  C16 1.101
19 H 0.0384 -2.1424 -0.4932  C16 1.120
20 H 1.7201 -1.7504 0.1009  C16 1.063
21 H 0.8412 -3.2535 -2.3453  C17 1.128
22 H 2.5781 -2.8211 -2.3526  C17 1.119
23 H 1.9599 -3.9194 -1.0865  C17 1.109

List of natural (NBO) charges in e, atom by atom: -0.6293, -0.0014, -0.2318, -0.1908, -0.2321, -0.1828, -0.2359, 0.2258, 0.2227, 0.2105, 0.2148, 0.1963, 0.2268, 0.2001, 0.2073, -0.6076, -0.6154, 0.2085, 0.2029, 0.2004, 0.2002, 0.2116, 0.1990


No. 3
C37H53F25N3O9S2 | wB97M-V/def2-TZVPD

Its multiplicity is 1. The total charge is +1. The value obtained for the frontier orbital gap is 6.15 eV.

Each atom is followed by the atoms it is bonded to, with distances in Å.
Positions of all 129 atoms, in Å:
1 C 6.4028 4.7832 -0.7289  O2 1.494, H35 1.184, H36 1.183, H37 1.187
2 O 5.9940 6.0241 -0.0039  C1 1.494, C3 1.500
3 C 4.8109 5.7282 0.8691  O2 1.500, C4 1.640, H38 1.179, H39 1.193
4 C 3.3780 6.0096 0.1231  C3 1.640, C5 1.640, H40 1.192, H41 1.193
5 C 2.0516 5.5337 0.9629  C4 1.640, C6 1.639, H42 1.187, H43 1.189
6 C 2.2748 4.2355 1.9389  C5 1.639, C7 1.670, H44 1.194, H45 1.193
7 C 2.5341 2.8133 1.1029  C6 1.670, C8 1.652, H46 1.194, H47 1.175
8 C 1.0881 2.2006 0.5894  C7 1.652, C9 1.638, H48 1.189, H49 1.173
9 C 1.0187 0.5644 0.5502  C8 1.638, C10 1.643, H50 1.181, H51 1.194
10 C 1.3454 -0.1159 -0.9094  C9 1.643, C11 1.647, C15 1.673, N31 1.519
11 C 2.8086 0.4680 -1.3888  C10 1.647, C12 1.654, H52 1.194, H53 1.194
12 C 4.0521 0.0948 -0.3639  C11 1.654, C13 1.660, H54 1.170, H55 1.194
13 C 5.2314 1.2624 -0.3516  C12 1.660, F14 1.496, H56 1.180, H57 1.193
14 F 5.6691 1.5687 1.0455  C13 1.496
15 C 0.2728 0.3665 -2.0992  C10 1.673, C16 1.637, C22 1.654, H58 1.194
16 C -1.2980 0.2529 -1.6525  C15 1.637, C17 1.639, H59 1.194, H60 1.179
17 C -1.9041 1.5633 -0.8768  C16 1.639, O18 1.362, N19 1.512
18 O -2.6182 1.3395 0.2615  C17 1.362
19 N -1.7113 3.0136 -1.2605  C17 1.512, C20 1.512, C21 1.525
20 C -1.8381 3.2546 -2.7480  N19 1.512, H61 1.172, H62 1.189, H63 1.181
21 C -2.6103 3.9380 -0.4457  N19 1.525, H64 1.187, H65 1.172, H66 1.194
22 C 0.5988 -0.3212 -3.5675  C15 1.654, O23 1.501, C24 1.638, H67 1.194
23 O 1.4987 0.5284 -4.4171  C22 1.501, H68 1.021
24 C 1.0671 -1.8892 -3.4938  C22 1.638, O25 1.489, C26 1.641, H69 1.187
25 O -0.1206 -2.7147 -3.8470  C24 1.489, H70 1.005
26 C 1.7942 -2.3365 -2.0921  C24 1.641, S27 1.911, N31 1.512, H71 1.194
27 S 1.6071 -4.2368 -2.0131  C26 1.911, C28 1.911, O29 1.559, O30 1.579
28 C 2.0991 -5.0415 -3.6755  S27 1.911, H72 1.170, H73 1.193, H74 1.190
29 O 0.1871 -4.6723 -1.5396  S27 1.559
30 O 2.6048 -4.8786 -0.9714  S27 1.579
31 N 1.2555 -1.6315 -0.8677  C10 1.519, C26 1.512, N32 1.414, H75 1.065
32 N 1.8436 -2.1916 0.2901  N31 1.414, C33 1.401
33 C 0.8443 -2.7848 1.0724  N32 1.401, S34 1.734
34 S -0.6327 -3.1955 1.8825  C33 1.734
35 H 5.5068 4.4958 -1.4479  C1 1.184
36 H 6.6336 3.8988 0.0222  C1 1.183
37 H 7.3776 4.9440 -1.3877  C1 1.187
38 H 4.9477 4.6188 1.2431  C3 1.179
39 H 4.8864 6.5251 1.7531  C3 1.193
40 H 3.4059 5.5932 -0.9938  C4 1.192
41 H 3.2983 7.1936 -0.0047  C4 1.193
42 H 1.5863 6.4450 1.5652  C5 1.187
43 H 1.2174 5.2289 0.1720  C5 1.189
44 H 1.2603 4.1016 2.5538  C6 1.194
45 H 3.1200 4.4036 2.7645  C6 1.193
46 H 3.1565 3.1457 0.1403  C7 1.194
47 H 3.1373 2.0814 1.7959  C7 1.175
48 H 0.8737 2.7229 -0.4567  C8 1.189
49 H 0.2596 2.5849 1.3257  C8 1.173
50 H 1.7002 0.1779 1.4334  C9 1.181
51 H -0.0932 0.2635 0.8627  C9 1.194
52 H 2.8279 1.6549 -1.5125  C11 1.194
53 H 3.1551 0.0616 -2.4567  C11 1.194
54 H 3.7114 -0.2382 0.7050  C12 1.170
55 H 4.5749 -0.8630 -0.8483  C12 1.194
56 H 4.9098 2.2191 -0.9628  C13 1.180
57 H 6.1974 0.8188 -0.8942  C13 1.193
58 H 0.4978 1.5299 -2.2432  C15 1.194
59 H -1.9507 0.1267 -2.6442  C16 1.194
60 H -1.5597 -0.6869 -0.9903  C16 1.179
61 H -2.2758 4.3135 -2.9928  C20 1.172
62 H -0.7603 3.2089 -3.2475  C20 1.189
63 H -2.4576 2.3634 -3.2129  C20 1.181
64 H -3.7448 3.5912 -0.4249  C21 1.187
65 H -2.5942 5.0532 -0.8056  C21 1.172
66 H -2.2754 3.9651 0.6998  C21 1.194
67 H -0.4418 -0.3149 -4.1532  C22 1.194
68 H 1.0467 1.4384 -4.5163  O23 1.021
69 H 1.8701 -2.0573 -4.3524  C24 1.187
70 H -0.4183 -2.4732 -4.7756  O25 1.005
71 H 2.9647 -2.1737 -2.2645  C26 1.194
72 H 1.4426 -4.6744 -4.5714  C28 1.170
73 H 1.9198 -6.2128 -3.5371  C28 1.193
74 H 3.2693 -4.9392 -3.8673  C28 1.190
75 H 0.2312 -1.9133 -0.7955  N31 1.065
76 C -1.4976 -6.4857 -5.9624  C77 1.536, O83 1.431, H90 1.097, H91 1.097
77 C -2.5476 -5.5418 -6.5683  C76 1.536, C78 1.524, F81 1.360, F82 1.371
78 C -3.5462 -6.2064 -7.5091  C77 1.524, F79 1.352, F80 1.360, H92 1.095
79 F -2.9507 -6.7740 -8.5814  C78 1.352
80 F -4.4224 -5.2903 -8.0029  C78 1.360
81 F -1.9148 -4.4991 -7.1708  C77 1.360
82 F -3.2471 -4.9938 -5.5242  C77 1.371
83 O -0.2255 -6.5221 -6.6159  C76 1.431, C84 1.427
84 C -0.1461 -7.3838 -7.7501  O83 1.427, C85 1.534, F88 1.355, F89 1.361
85 C 0.0879 -6.6231 -9.0618  C84 1.534, F86 1.357, F87 1.360, H93 1.093
86 F -0.8851 -5.7065 -9.2927  C85 1.357
87 F 0.0833 -7.4692 -10.1265  C85 1.360
88 F -1.2460 -8.1737 -7.7852  C84 1.355
89 F 0.9024 -8.2169 -7.5100  C84 1.361
90 H -1.2738 -6.0976 -4.9610  C76 1.097
91 H -1.8939 -7.4921 -5.7815  C76 1.097
92 H -4.1289 -6.9736 -6.9894  C78 1.095
93 H 1.0467 -6.0979 -9.0433  C85 1.093
94 C -1.2762 3.9402 8.0539  C95 1.536, O101 1.431, H108 1.097, H109 1.097
95 C 0.2331 4.0481 8.3201  C94 1.536, C96 1.524, F99 1.360, F100 1.371
96 C 0.9220 5.2350 7.6562  C95 1.524, F97 1.352, F98 1.360, H110 1.095
97 F 0.8231 5.2054 6.3086  C96 1.352
98 F 2.2529 5.2360 7.9386  C96 1.360
99 F 0.8305 2.8736 7.9822  C95 1.360
100 F 0.3955 4.1665 9.6763  C95 1.371
101 O -1.6731 3.0519 7.0050  C94 1.431, C102 1.427
102 C -1.6188 3.5986 5.6885  O101 1.427, C103 1.534, F106 1.355, F107 1.361
103 C -0.5734 2.9117 4.8001  C102 1.534, F104 1.357, F105 1.360, H111 1.093
104 F 0.6693 2.9806 5.3396  C103 1.357
105 F -0.4994 3.5078 3.5799  C103 1.360
106 F -1.4441 4.9394 5.7716  C102 1.355
107 F -2.8594 3.4174 5.1604  C102 1.361
108 H -1.7193 3.5034 8.9575  C94 1.097
109 H -1.7567 4.9217 7.9628  C94 1.097
110 H 0.5081 6.1831 8.0136  C96 1.095
111 H -0.8181 1.8562 4.6535  C103 1.093
112 C -6.0140 -2.2955 3.6519  C113 1.536, O119 1.431, H126 1.097, H127 1.097
113 C -5.2698 -1.0644 4.1915  C112 1.536, C114 1.524, F117 1.360, F118 1.371
114 C -3.7600 -1.0795 3.9807  C113 1.524, F115 1.352, F116 1.360, H128 1.095
115 F -3.1609 -2.1252 4.5923  C114 1.352
116 F -3.1920 0.0412 4.5026  C114 1.360
117 F -5.5870 -0.8913 5.5030  C113 1.360
118 F -5.7787 0.0306 3.5423  C113 1.371
119 O -6.3098 -3.3241 4.6011  C112 1.431, C120 1.427
120 C -5.2502 -4.2454 4.8534  O119 1.427, C121 1.534, F124 1.355, F125 1.361
121 C -4.7209 -4.1665 6.2912  C120 1.534, F122 1.357, F123 1.360, H129 1.093
122 F -4.2816 -2.9203 6.5984  C121 1.357
123 F -3.6651 -5.0045 6.4715  C121 1.360
124 F -4.2813 -4.0732 3.9224  C120 1.355
125 F -5.7709 -5.4812 4.6238  C120 1.361
126 H -6.9992 -1.9421 3.3233  C112 1.097
127 H -5.5526 -2.6984 2.7422  C112 1.097
128 H -3.5098 -1.1109 2.9155  C114 1.095
129 H -5.5002 -4.4347 7.0098  C121 1.093

Löwdin population analysis, charges in e, atoms 1 to 99: -0.1200, -0.2606, -0.2050, -0.1864, -0.2032, -0.1988, -0.1733, -0.1682, -0.1067, -0.2730, -0.1108, -0.1509, -0.1361, -0.1400, -0.1377, -0.0494, -0.2637, -0.0786, -0.1790, -0.0886, -0.0986, -0.2066, -0.0881, -0.2161, -0.1015, -0.1932, 0.8035, -0.1326, -0.3877, -0.4026, -0.1044, 0.0506, -0.4032, 0.7790, 0.0823, 0.0908, 0.1121, 0.1124, 0.1496, 0.1103, 0.1254, 0.1229, 0.1080, 0.0914, 0.1266, 0.0958, 0.1190, 0.1086, 0.1108, 0.1254, 0.1213, 0.1320, 0.1295, 0.1095, 0.1167, 0.0982, 0.1390, 0.1393, 0.1373, 0.1327, 0.1122, 0.0879, 0.1030, 0.1160, 0.1034, 0.1089, 0.1629, 0.1299, 0.1802, 0.1368, 0.1809, 0.0757, 0.1215, 0.1091, 0.1645, -0.0539, -0.4300, -0.2887, 0.0890, 0.0951, 0.1139, 0.1000, 0.0138, -0.4763, -0.2652, 0.0875, 0.1022, 0.1273, 0.1400, 0.1443, 0.1506, 0.1784, 0.1747, -0.0511, -0.4294, -0.2902, 0.0799, 0.0931, 0.1229


no.,electronic energy (Ha)
1,-6308.24149
2,-351.25976
3,-5575.22851